one.
Density functional theory data (the ωB97M-V functional and the def2-TZVPD basis) for a cluster of 10 separate species, C18H56O10 in total.

Geometry as XYZ:
```
84
Properties=species:S:1:pos:R:3:lowdin_charge:R:1
C -4.3655 -1.8450 1.8233 -0.043
C -3.4866 -0.6651 1.4354 -0.487
C -3.8367 0.6222 2.1769 -0.043
O -2.1379 -1.0107 1.6976 -0.085
H -4.2327 -2.0875 2.8770 0.088
H -4.1158 -2.7062 1.2037 0.079
H -5.4058 -1.5967 1.6106 0.082
H -3.6025 -0.4930 0.3519 0.128
H -3.8778 0.4061 3.2439 0.087
H -4.8377 0.9421 1.8602 0.082
H -3.1894 1.4559 1.9081 0.073
H -1.5070 -0.3037 1.5192 0.051
C 4.7137 3.4566 -1.3626 -0.062
C 5.4800 2.4593 -0.5176 -0.476
C 6.8386 2.0596 -1.1304 -0.066
O 5.7993 3.0585 0.7460 -0.065
H 3.8227 3.8623 -0.8785 0.065
H 4.3656 3.1007 -2.3356 0.080
H 5.3831 4.2971 -1.5737 0.083
H 4.9853 1.5014 -0.3547 0.136
H 6.7556 1.4889 -2.0617 0.076
H 7.2903 1.3937 -0.3974 0.078
H 7.4898 2.9014 -1.3665 0.077
H 6.1618 3.9234 0.5205 0.088
C 0.1671 -0.1069 4.2081 -0.058
C 1.4065 -0.4359 5.0171 -0.470
C 2.3317 -1.3969 4.2569 -0.055
O 2.1410 0.7774 5.2631 -0.080
H -0.5868 -0.8898 4.1169 0.061
H 0.4518 0.0622 3.1643 0.065
H -0.2947 0.7632 4.6764 0.088
H 1.1430 -0.8841 5.9782 0.135
H 2.5031 -0.9351 3.2818 0.076
H 1.8663 -2.3884 4.2119 0.073
H 3.2959 -1.5690 4.7343 0.073
H 2.2482 1.2496 4.4111 0.040
C -4.1403 -4.0403 -3.4794 -0.057
C -3.6375 -2.6041 -3.6560 -0.478
C -2.1237 -2.4606 -3.5484 -0.074
O -4.0726 -2.1132 -4.9386 -0.059
H -4.3502 -4.2716 -2.4363 0.075
H -3.5638 -4.8196 -3.9870 0.079
H -5.0844 -4.1459 -4.0249 0.078
H -4.1486 -2.0232 -2.8839 0.127
H -1.8322 -1.4113 -3.6414 0.060
H -1.6340 -3.1606 -4.2223 0.088
H -1.7837 -2.6498 -2.5240 0.085
H -3.2769 -2.0733 -5.4798 0.079
C -1.1292 3.2238 -0.8188 -0.150
O 0.0278 3.5230 -0.0404 -0.122
H -0.8223 2.9779 -1.8433 0.074
H -1.6418 2.3291 -0.4748 0.063
H -1.8295 4.0563 -0.8916 0.092
H 0.3308 4.3901 -0.3239 0.083
C -3.0839 1.2760 -3.1368 -0.170
O -4.1746 2.1645 -3.2528 -0.103
H -3.2253 0.4365 -3.8240 0.066
H -2.1401 1.7631 -3.3830 0.070
H -3.0144 0.8556 -2.1292 0.065
H -4.8619 1.8136 -3.8173 0.076
C 3.1711 3.5579 2.7116 -0.128
O 2.3524 2.4424 3.0181 -0.123
H 4.2245 3.3453 2.8487 0.074
H 2.9582 3.9310 1.7062 0.067
H 2.9341 4.4275 3.3387 0.081
H 1.5369 2.4868 2.5129 0.078
C 1.3300 -1.9372 -3.4608 -0.200
O 2.4108 -2.3296 -4.2389 -0.086
H 1.2680 -0.8809 -3.1615 0.069
H 0.4190 -2.1085 -4.0378 0.055
H 1.1741 -2.4990 -2.5248 0.082
H 3.2435 -1.9919 -3.9009 0.083
C -0.1268 -0.3198 -0.7377 -0.146
O -0.1216 0.5210 0.4017 -0.131
H -0.5115 0.0323 -1.6984 0.072
H 0.8861 -0.7039 -0.9251 0.072
H -0.6373 -1.2291 -0.4102 0.072
H 0.3256 1.3483 0.1701 0.062
C -0.2625 -3.8605 1.9913 -0.168
O -0.9061 -3.2437 3.0811 -0.136
H -0.8477 -4.7262 1.6588 0.074
H -0.2110 -3.1779 1.1318 0.063
H 0.7686 -4.1593 2.1908 0.072
H -1.3294 -2.4284 2.7768 0.022
```

Output
Multiplicity   1
LUMO   -0.001 Eh
Total charge   0
SMILES   CC(C)O.CC(C)O.CC(C)O.CC(C)O.CO.CO.CO.CO.CO.CO
HOMO   -9.13 eV

***

two.
Density functional theory data (the ωB97M-V functional and the def2-TZVPD basis) for a cluster of 10 separate species, C18H56O10 in total.

Geometry as XYZ:
```
84
Properties=species:S:1:pos:R:3:lowdin_charge:R:1
C -1.0267 2.4568 -4.4099 -0.092
C 0.4516 2.1397 -4.1326 -0.321
O 0.9597 1.3688 -5.2116 -0.096
H -1.5560 1.5019 -4.3736 0.062
H -1.1138 2.7446 -5.4607 0.073
H -1.4702 3.2036 -3.7585 0.061
H 0.4933 1.5178 -3.2349 0.090
H 1.0103 3.0727 -4.0189 0.106
H 1.4507 0.6387 -4.7876 0.037
C -1.2281 -2.5087 -3.0046 -0.077
C -0.1314 -3.4372 -2.5559 -0.249
O 1.0640 -2.6479 -2.2530 -0.121
H -2.1929 -2.9904 -2.8369 0.081
H -1.1202 -2.1429 -4.0261 0.080
H -1.3046 -1.5938 -2.4084 0.055
H 0.1276 -4.1215 -3.3634 0.114
H -0.4034 -3.8928 -1.6036 0.102
H 1.7693 -3.2788 -2.0722 0.085
C 0.2270 -0.9292 4.8238 -0.068
C 1.6546 -1.2812 4.4023 -0.349
O 1.9915 -2.5379 4.9426 -0.059
H 0.0992 -0.9742 5.9029 0.077
H -0.4228 -1.6653 4.3498 0.047
H -0.0618 0.0515 4.4455 0.075
H 2.3354 -0.4433 4.6062 0.110
H 1.6766 -1.1955 3.3025 0.079
H 2.9528 -2.5369 5.0196 0.087
C -3.4717 1.7197 -1.9650 -0.086
C -4.0599 1.1263 -0.6773 -0.302
O -4.5106 -0.1940 -0.9376 -0.082
H -4.1480 1.7373 -2.8144 0.079
H -2.5805 1.1179 -2.1543 0.050
H -3.0921 2.7314 -1.8001 0.073
H -4.8229 1.8118 -0.2981 0.112
H -3.2846 1.0600 0.0843 0.096
H -5.4453 -0.2053 -1.1571 0.093
C 4.7762 -0.9498 -3.6894 -0.084
C 3.6459 -0.1859 -3.0014 -0.277
O 2.4131 -0.4621 -3.6947 -0.116
H 5.7490 -0.6453 -3.2888 0.072
H 4.7703 -0.7361 -4.7565 0.076
H 4.6779 -2.0250 -3.5442 0.068
H 3.8229 0.8873 -2.9748 0.112
H 3.5430 -0.5315 -1.9684 0.108
H 2.0261 -1.2318 -3.2486 0.052
C 2.4508 2.9824 0.7681 -0.073
C 2.9944 2.1664 1.9510 -0.298
O 2.7596 0.7820 1.7391 -0.093
H 2.7588 2.5650 -0.1902 0.070
H 2.8454 3.9934 0.8703 0.075
H 1.3633 2.9515 0.8002 0.050
H 2.5216 2.5313 2.8661 0.107
H 4.0628 2.3945 2.0249 0.109
H 3.5337 0.2622 1.9631 0.085
C -2.4676 -1.5719 2.3058 -0.073
C -2.9407 -2.7183 1.4183 -0.322
O -2.6392 -2.4855 0.0676 -0.079
H -2.5913 -1.8375 3.3548 0.072
H -2.9959 -0.6630 2.0226 0.072
H -1.3999 -1.4734 2.0960 0.048
H -3.9777 -2.9559 1.6934 0.112
H -2.4170 -3.6460 1.6587 0.093
H -3.2391 -1.8862 -0.3882 0.052
C -0.8846 5.2425 2.9944 -0.087
C -1.4750 3.8840 2.6322 -0.318
O -0.5151 2.8802 2.9364 -0.096
H -0.1350 5.5482 2.2672 0.068
H -0.4407 5.1365 3.9856 0.074
H -1.6371 6.0278 3.0750 0.069
H -1.7346 3.8447 1.5718 0.108
H -2.3807 3.7031 3.2162 0.104
H -0.5000 2.2479 2.2099 0.033
C 0.7392 -4.0369 1.6732 -0.142
O -0.2671 -4.9217 2.1375 -0.119
H 1.6904 -4.3623 2.1049 0.078
H 0.7687 -4.1224 0.5931 0.065
H 0.6079 -2.9987 1.9854 0.058
H -0.4933 -4.7851 3.0602 0.078
C -0.1542 -0.1089 -0.3032 -0.132
O -0.0435 0.7006 0.8528 -0.134
H 0.1058 -1.1392 -0.0498 0.074
H -1.1862 -0.1324 -0.6531 0.053
H 0.4775 0.1666 -1.1534 0.071
H 0.5954 0.2914 1.4459 0.051
```

Output
Multiplicity   1
LUMO   0.008 Eh
Total charge   0
SMILES   CCO.CCO.CCO.CCO.CCO.CCO.CCO.CCO.CO.CO
HOMO   -9.44 eV

***

Which of them is most stable, and which least? Most stable: two; least stable: one.

***

one.
Density functional theory data (the ωB97M-V functional and the def2-TZVPD basis) for the ion C3H7IN3 with charge +1.

Geometry as XYZ:
```
14
Properties=species:S:1:pos:R:3:lowdin_charge:R:1
C -0.5101 1.6356 0.3775 -0.077
C -0.7694 0.2433 -0.0058 -0.384
N -1.8456 -0.4353 -0.2586 -0.549
I -3.6598 0.2521 -0.3413 0.950
C 0.6679 -0.6868 -0.1274 -0.251
N 1.7726 -0.2057 -0.6427 0.235
N 0.5467 -1.9240 0.2697 0.210
H -1.0790 2.3263 -0.3183 0.105
H 0.5155 1.8185 0.5712 0.050
H -1.0417 1.9780 1.4099 0.158
H 2.0138 0.7150 -0.6820 0.095
H 2.4073 -0.9596 -0.8901 0.148
H -0.4125 -2.2157 0.4661 0.134
H 1.3941 -2.5416 0.1718 0.175
```

Output
Multiplicity   1
LUMO   -0.149 Eh
Total charge   +1
SMILES   C/C(=N\I)C(N)=[NH2+]
HOMO   -12.85 eV

***

two.
Density functional theory data (the ωB97M-V functional and the def2-TZVPD basis) for a cluster of 2 separate species, C3H7IN3 in total.

Geometry as XYZ:
```
14
Properties=species:S:1:pos:R:3:lowdin_charge:R:1
C -0.5728 -0.0398 0.0677 -0.550
C -1.1496 -2.7464 0.1344 -0.123
C 0.3523 2.1246 0.0783 -0.014
N -0.1052 -2.1274 -0.0254 0.102
N 0.4700 0.6668 -0.0336 -0.335
N 1.6501 0.1810 -0.2238 0.104
I -2.5741 0.4412 0.1763 1.097
H -2.0821 -2.0828 0.2126 -0.011
H -1.1137 -3.8146 0.3398 0.108
H 0.1244 2.3374 1.0930 0.095
H 1.2847 2.6436 -0.1852 0.108
H -0.3866 2.5046 -0.6913 0.112
H 2.3420 0.7240 -0.8790 0.203
H 1.7606 -0.8122 -0.0639 0.104
```

Output
Multiplicity   1
LUMO   -0.173 Eh
Total charge   +1
HOMO   -13.65 eV

***

Which of them is most stable, and which least? Most stable: one; least stable: two.

***

one.
Density functional theory data (the ωB97M-V functional and the def2-TZVPD basis) for a structure of composition C37H50AlBN4OPS2.

Geometry as XYZ:
```
97
Properties=species:S:1:pos:R:3:lowdin_charge:R:1
Al -0.0307 0.4779 0.8788 -0.193
C -1.2422 1.9616 3.3030 -0.067
N 0.0609 1.9794 2.6231 -0.279
C 0.3838 3.3506 2.2221 -0.078
C 1.0779 1.4522 3.5466 -0.180
C 1.0311 -0.0543 3.5564 -0.255
C 1.5243 -0.7714 4.6385 -0.056
C 1.5404 -2.1595 4.5929 -0.104
C 1.0494 -2.8127 3.4697 -0.111
C 0.5581 -2.0775 2.3956 -0.139
C 0.5384 -0.6816 2.4089 -0.159
H -1.1935 2.5735 4.2135 0.094
H -1.4922 0.9374 3.5779 0.092
H -2.0136 2.3396 2.6400 0.073
H 0.3952 4.0220 3.0913 0.093
H -0.3628 3.7008 1.5096 0.089
H 1.3586 3.3665 1.7373 0.079
H 0.9302 1.8729 4.5513 0.126
H 2.0578 1.7792 3.1939 0.071
H 1.9017 -0.2512 5.5140 0.104
H 1.9255 -2.7266 5.4325 0.091
H 1.0506 -3.8967 3.4321 0.094
H 0.1711 -2.5892 1.5201 0.056
C 0.8980 -2.0228 -4.6453 -0.108
C 2.2915 -1.5028 -4.3165 -0.270
C 2.3213 -0.7758 -2.9802 -0.218
C 3.7127 -0.2400 -2.6626 -0.191
N 3.8083 0.4939 -1.4092 0.015
C 3.7087 -0.0523 -0.1849 -0.805
S 3.5872 0.9183 1.1970 0.671
N 3.6977 -1.3955 -0.1298 0.026
C 3.6108 -2.2065 1.0740 -0.208
C 4.9070 -2.9580 1.3585 -0.197
C 6.0811 -2.0525 1.7230 -0.267
C 5.9223 -1.4013 3.0935 -0.118
H 0.8984 -2.6391 -5.5473 0.064
H 0.2086 -1.1923 -4.7972 0.062
H 0.5016 -2.6185 -3.8201 0.072
H 2.6263 -0.8203 -5.1055 0.108
H 3.0071 -2.3342 -4.3010 0.104
H 1.9690 -1.4430 -2.1880 0.081
H 1.6171 0.0559 -2.9906 0.110
H 4.0336 0.4476 -3.4466 0.127
H 4.4466 -1.0555 -2.6538 0.116
H 3.6231 1.4856 -1.4437 0.084
H 3.7057 -1.8935 -1.0041 0.118
H 2.7869 -2.9111 0.9420 0.117
H 3.3365 -1.5472 1.8953 0.066
H 5.1597 -3.5669 0.4832 0.104
H 4.7190 -3.6555 2.1818 0.109
H 6.1877 -1.2757 0.9600 0.097
H 7.0026 -2.6417 1.7014 0.097
H 5.0968 -0.6892 3.0949 0.028
H 6.8260 -0.8590 3.3775 0.066
H 5.7280 -2.1557 3.8610 0.070
B 1.6379 3.4285 -2.3293 -0.416
C 1.0749 2.5042 -1.1736 -0.141
N 0.7147 1.8248 -0.3141 0.172
H 1.0633 4.4941 -2.2778 0.000
H 2.8290 3.5633 -2.1030 0.003
H 1.4462 2.8631 -3.3845 0.002
S -0.6985 -1.0899 -0.6529 0.439
O -1.7544 1.0809 0.6807 -0.389
P -2.5520 0.2908 -0.4247 0.608
C -4.0248 1.5393 -0.2760 -0.221
C -5.2818 1.2421 -0.8050 -0.082
C -6.3200 2.1626 -0.7974 -0.098
C -6.1267 3.4279 -0.2604 -0.115
C -4.8865 3.7502 0.2690 -0.097
C -3.8565 2.8162 0.2622 -0.092
C -2.5034 0.5892 -2.2382 -0.321
C -2.6249 -0.4389 -3.1701 -0.125
C -2.6190 -0.1569 -4.5264 -0.102
C -2.4085 1.1429 -4.9714 -0.101
C -2.2232 2.1601 -4.0483 -0.076
C -2.3053 1.8898 -2.6889 -0.069
C -3.5484 -1.1047 0.1962 -0.315
C -3.4913 -1.3229 1.5710 -0.071
C -4.2332 -2.3372 2.1534 -0.082
C -5.0439 -3.1510 1.3729 -0.105
C -5.0973 -2.9448 0.0027 -0.091
C -4.3541 -1.9285 -0.5833 -0.100
H -5.4671 0.2666 -1.2391 0.091
H -7.2829 1.8907 -1.2144 0.093
H -6.9318 4.1528 -0.2586 0.090
H -4.7154 4.7348 0.6891 0.094
H -2.8950 3.0842 0.6785 0.083
H -2.6777 -1.4653 -2.8326 0.082
H -2.7388 -0.9624 -5.2413 0.098
H -2.3687 1.3562 -6.0325 0.094
H -2.0194 3.1703 -4.3798 0.103
H -2.1983 2.6998 -1.9777 0.112
H -2.8425 -0.7050 2.1802 0.099
H -4.1706 -2.4979 3.2228 0.099
H -5.6285 -3.9399 1.8295 0.092
H -5.7177 -3.5799 -0.6182 0.096
H -4.4050 -1.7890 -1.6544 0.088
```

Output
Multiplicity   1
LUMO   0.096 Eh
Total charge   -1
HOMO   -4.55 eV

***

two.
Density functional theory data (the ωB97M-V functional and the def2-TZVPD basis) for a structure of composition C37H50AlBN4OPS2.

Geometry as XYZ:
```
97
Properties=species:S:1:pos:R:3:lowdin_charge:R:1
Al -0.6365 0.2273 -0.1894 -0.238
C 1.1749 1.7129 -2.5389 -0.102
N -0.1430 1.8906 -1.9435 -0.292
C -1.1542 2.0066 -2.9807 -0.086
C -0.1770 3.0643 -1.0697 -0.177
C -1.3932 3.0200 -0.1766 -0.241
C -2.0775 4.1799 0.1596 -0.061
C -3.1537 4.1215 1.0367 -0.106
C -3.5377 2.8994 1.5681 -0.103
C -2.8557 1.7421 1.2071 -0.101
C -1.7740 1.7679 0.3258 -0.143
H 1.4605 2.5834 -3.1511 0.095
H 1.1678 0.8258 -3.1765 0.070
H 1.8977 1.5456 -1.7416 0.011
H -0.9802 2.8939 -3.6103 0.092
H -2.1433 2.0895 -2.5279 0.095
H -1.1212 1.1238 -3.6175 0.067
H -0.1441 3.9972 -1.6576 0.127
H 0.7265 3.0216 -0.4608 0.078
H -1.7631 5.1341 -0.2542 0.100
H -3.6803 5.0275 1.3131 0.090
H -4.3533 2.8492 2.2791 0.093
H -3.1541 0.7967 1.6494 0.084
C 3.7629 3.3927 -0.2345 -0.116
C 3.5932 3.4321 1.2790 -0.270
C 2.1273 3.5228 1.6787 -0.242
C 1.9377 3.4233 3.1811 -0.202
N 0.5434 3.4193 3.6123 -0.010
C -0.0436 2.3614 4.2419 -0.869
S -1.1839 2.6644 5.4544 0.531
N 0.3589 1.1513 3.8437 0.024
C 0.0377 -0.0904 4.5293 -0.201
C 1.2694 -0.6719 5.2180 -0.196
C 1.7765 0.1618 6.3917 -0.269
C 0.8441 0.1369 7.5985 -0.122
H 4.8143 3.3278 -0.5235 0.065
H 3.3402 4.2871 -0.7014 0.072
H 3.2438 2.5184 -0.6320 0.032
H 4.1575 4.2701 1.7064 0.102
H 4.0132 2.5163 1.7068 0.109
H 1.5966 2.6895 1.2086 0.024
H 1.6913 4.4609 1.3140 0.119
H 2.4398 4.2590 3.6818 0.120
H 2.4116 2.5068 3.5415 0.117
H 0.1774 4.2906 3.9580 0.091
H 0.7909 1.0492 2.9200 0.064
H -0.3352 -0.7991 3.7954 0.104
H -0.7633 0.1189 5.2359 0.065
H 2.0530 -0.7858 4.4643 0.110
H 1.0269 -1.6846 5.5571 0.111
H 1.9163 1.1974 6.0650 0.093
H 2.7650 -0.2045 6.6858 0.097
H -0.1129 0.6029 7.3610 0.033
H 1.2731 0.6827 8.4416 0.064
H 0.6584 -0.8910 7.9231 0.068
B -0.0861 -3.3892 1.7384 -0.428
C -0.8587 -2.1043 1.2519 -0.231
N -1.6030 -1.2754 0.9076 0.142
H 0.4262 -3.9035 0.7618 0.017
H 0.7364 -3.0983 2.5704 0.006
H -0.9792 -4.0919 2.1844 0.021
S 1.4066 0.1170 0.4612 0.260
O -1.2228 -0.6890 -1.7553 -0.264
P -0.8522 -1.9446 -2.5204 0.896
C -1.9656 -2.0645 -3.9336 -0.263
C -1.8924 -3.1599 -4.7928 -0.077
C -2.7508 -3.2500 -5.8750 -0.079
C -3.6964 -2.2548 -6.0951 -0.086
C -3.7842 -1.1745 -5.2314 -0.071
C -2.9181 -1.0763 -4.1498 -0.058
C 0.8291 -1.8457 -3.1188 -0.285
C 1.8474 -1.9171 -2.1670 -0.106
C 3.1586 -1.6905 -2.5607 -0.058
C 3.4489 -1.4015 -3.8846 -0.077
C 2.4332 -1.3272 -4.8320 -0.090
C 1.1201 -1.5435 -4.4487 -0.088
C -1.0574 -3.5041 -1.6634 -0.282
C -2.1958 -3.6900 -0.8805 -0.086
C -2.4109 -4.9073 -0.2613 -0.074
C -1.5034 -5.9447 -0.4331 -0.076
C -0.3818 -5.7694 -1.2264 -0.082
C -0.1535 -4.5468 -1.8401 -0.089
H -1.1662 -3.9437 -4.6098 0.113
H -2.6898 -4.0994 -6.5430 0.102
H -4.3723 -2.3303 -6.9375 0.101
H -4.5301 -0.4071 -5.3933 0.105
H -2.9864 -0.2476 -3.4589 0.100
H 1.6293 -2.0988 -1.1200 0.063
H 3.9409 -1.7156 -1.8145 0.113
H 4.4740 -1.2186 -4.1827 0.101
H 2.6638 -1.0900 -5.8626 0.099
H 0.3232 -1.4714 -5.1792 0.104
H -2.8834 -2.8696 -0.7226 0.113
H -3.2732 -5.0386 0.3786 0.112
H -1.6638 -6.8883 0.0725 0.106
H 0.3344 -6.5717 -1.3445 0.104
H 0.7388 -4.3995 -2.4348 0.106
```

Output
Multiplicity   1
LUMO   0.078 Eh
Total charge   -1
HOMO   -3.98 eV

***

Which of them is most stable, and which least? Most stable: one; least stable: two.